Entry from the Open Molecules 2025 dataset: C25H25O4SZr as an isolated structure in a non-equilibrium geometry (ωB97M-V/def2-TZVPD).

Structure (ORCA input):
```
! RIJCOSX wB97M-V def2-TZVPD def2/J DEFGRID3
* xyz 1 1
C 0.456 1.466 -2.329
C 0.309 0.119 -2.806
C -0.984 -0.325 -2.435
H 0.996 -0.471 -3.401
C -1.607 0.713 -1.622
C -0.711 1.831 -1.614
H -0.932 2.849 -1.250
H 1.276 2.139 -2.571
H -1.382 -1.270 -2.779
H -2.640 0.715 -1.288
C 0.110 -0.905 1.903
C 1.115 0.107 1.947
C 0.526 1.365 1.603
H 2.131 -0.024 2.298
C -0.861 1.165 1.385
C -1.139 -0.235 1.597
H -2.126 -0.688 1.664
H 0.298 -1.967 2.080
H 1.033 2.339 1.622
H -1.630 1.927 1.259
Zr 0.154 -0.278 -0.341
O -0.973 -2.211 -0.071
C -1.249 -3.539 -0.607
C -2.411 -2.703 -0.967
H -0.622 -3.863 -1.433
H -1.498 -4.366 0.059
H -2.420 -2.190 -1.928
H -5.027 -1.774 -1.894
C -5.000 -2.343 -0.974
C -3.743 -2.755 -0.356
C -3.850 -3.257 0.939
H -2.919 -3.397 1.469
C -5.068 -3.545 1.546
H -5.062 -4.018 2.544
C -6.277 -3.284 0.879
H -7.240 -3.575 1.361
C -6.237 -2.621 -0.368
H -7.212 -2.377 -0.838
C 7.011 4.342 1.763
C 6.006 3.474 1.000
C 5.896 3.536 -0.392
C 5.080 2.626 -1.081
C 4.320 1.692 -0.367
C 4.275 1.785 1.026
C 5.111 2.661 1.713
S 3.625 0.202 -1.110
O 3.627 0.323 -2.564
O 4.357 -0.867 -0.519
O 2.118 0.160 -0.586
H 8.089 4.122 1.594
H 6.849 5.401 1.488
H 6.848 4.261 2.854
H 6.490 4.285 -0.927
H 5.048 2.654 -2.165
H 3.614 1.125 1.574
H 5.108 2.697 2.804
*
```

Output
orbital gap: 7.379 eV
E_HOMO: -11.376 eV
E_tot: -1713.599631 a.u.
energy relative to the best compared isomer or geometry (same formula, charge and spin): 64.4 kJ/mol
E_LUMO: -4.00 eV
M: 512.76 g mol⁻¹

These are the Mulliken partial charges, in e, on atoms 1 to 4: atom 1 (C): -0.250, atom 2 (C): -1.112, atom 3 (C): -0.390, atom 4 (H): 0.527

=====

Entry from the Open Molecules 2025 dataset: a 6-piece molecular cluster, C6H23O6 overall (ωB97M-V/def2-TZVPD).

Structure (ORCA input):
```
! RIJCOSX wB97M-V def2-TZVPD def2/J DEFGRID3
* xyz -1 1
C 1.482 0.296 0.283
O 2.047 1.074 1.193
H 1.863 0.407 -0.771
H 1.586 -0.810 0.520
H 0.363 0.439 0.219
C -1.274 -2.289 -0.158
O -2.659 -2.336 -0.526
H -1.095 -1.774 0.790
H -0.834 -3.292 -0.114
H -0.719 -1.728 -0.907
H -3.088 -2.967 0.056
C 0.610 3.822 1.787
O 0.990 3.645 3.162
H 1.461 3.710 1.119
H -0.099 3.038 1.526
H 0.144 4.806 1.645
H 1.946 3.586 3.195
C -2.820 0.765 -1.274
O -3.832 -0.078 -1.800
H -3.166 1.798 -1.197
H -2.488 0.454 -0.281
H -1.928 0.789 -1.912
H -3.630 -0.954 -1.440
C 1.697 -3.433 2.774
O 1.828 -2.020 2.897
H 0.960 -3.754 3.508
H 1.349 -3.720 1.776
H 2.639 -3.955 2.981
H 2.559 -1.726 2.343
C 0.667 0.738 -3.765
O 0.201 1.733 -2.875
H 1.531 1.075 -4.341
H 0.919 -0.175 -3.218
H -0.136 0.492 -4.465
H 0.925 2.346 -2.731
*
```

Output
orbital gap: 5.223 eV
E_HOMO: -2.376 eV
E_tot: -693.713872 a.u.
energy relative to the best compared isomer or geometry (same formula, charge and spin): 466.2 kJ/mol
E_LUMO: 2.85 eV
M: 191.24 g mol⁻¹

These are the Mulliken partial charges, in e, on atoms 1 to 4: atom 1 (C): 0.247, atom 2 (O): -0.838, atom 3 (H): 0.021, atom 4 (H): -0.149

=====

Entry from the Open Molecules 2025 dataset: a 2-piece molecular cluster, C2H3ClO2 overall in a non-equilibrium geometry (ωB97M-V/def2-TZVPD).

Structure (ORCA input):
```
! RIJCOSX wB97M-V def2-TZVPD def2/J DEFGRID3
* xyz 0 1
C 0.169 1.147 0.176
C -0.981 0.609 0.016
O 1.077 -1.518 0.014
O -0.235 -1.695 0.329
Cl -2.580 0.492 -0.065
H 0.372 2.207 0.255
H 1.031 0.462 0.214
H 1.148 -1.704 -0.940
*
```

Output
orbital gap (alpha / beta): 10.090 / 7.671 eV
E_HOMO (alpha / beta): -10.044 / -8.142 eV
E_tot: -688.424179 a.u.
energy relative to the best compared isomer or geometry (same formula, charge and spin): 682.6 kJ/mol
E_LUMO (alpha / beta): 0.05 / -0.47 eV
M: 94.50 g mol⁻¹

These are the Mulliken partial charges, in e, on atoms 1 to 4: atom 1 (C): -0.311, atom 2 (C): 0.130, atom 3 (O): -0.305, atom 4 (O): -0.310

=====

Entry from the Open Molecules 2025 dataset: a 2-piece molecular cluster, C4H10INO2 overall in a non-equilibrium geometry (ωB97M-V/def2-TZVPD).

Structure (ORCA input):
```
! RIJCOSX wB97M-V def2-TZVPD def2/J DEFGRID3
* xyz 0 1
C -0.105 -1.393 1.538
C 1.350 -2.033 -0.791
C -0.917 2.927 -0.847
C -0.478 -0.833 0.215
N 0.187 1.439 0.688
O 0.159 -1.223 -0.926
O -1.008 2.070 0.292
I -2.537 -0.545 -0.152
H -0.823 -2.050 1.911
H 0.879 -1.910 1.387
H 0.070 -0.671 2.290
H 2.329 -1.406 -0.768
H 1.342 -2.662 -1.640
H 1.392 -2.632 0.126
H -1.952 3.279 -1.049
H -0.598 2.213 -1.788
H -0.325 3.910 -0.593
H 1.035 1.518 0.107
*
```

Output
orbital gap (alpha / beta): 7.561 / 8.752 eV
E_HOMO (alpha / beta): -7.036 / -8.202 eV
E_tot: -661.098743 a.u.
energy relative to the best compared isomer or geometry (same formula, charge and spin): 300.3 kJ/mol
E_LUMO (alpha / beta): 0.53 / 0.55 eV
M: 231.03 g mol⁻¹

These are the Mulliken partial charges, in e, on atoms 1 to 4: atom 1 (C): -1.011, atom 2 (C): -0.760, atom 3 (C): -0.548, atom 4 (C): 0.271

=====

Entry from the Open Molecules 2025 dataset: C2H6O as an isolated structure in a non-equilibrium geometry (ωB97M-V/def2-TZVPD).

Structure (ORCA input):
```
! RIJCOSX wB97M-V def2-TZVPD def2/J DEFGRID3
* xyz 0 1
C 0.821 -0.235 -0.220
C -0.325 0.511 -0.023
H 0.443 -1.041 -0.701
H 1.444 -0.679 0.815
H 1.425 0.345 -0.661
H -0.534 1.335 -0.548
H -0.373 0.977 0.842
H -1.361 -0.973 0.749
O -1.539 -0.239 -0.253
*
```

Output
orbital gap: 11.122 eV
E_HOMO: -10.387 eV
E_tot: -154.890479 a.u.
energy relative to the best compared isomer or geometry (same formula, charge and spin): 355.3 kJ/mol
E_LUMO: 0.74 eV
M: 46.07 g mol⁻¹

These are the Mulliken partial charges, in e, on atoms 1 to 4: atom 1 (C): -1.021, atom 2 (C): -0.624, atom 3 (H): 0.384, atom 4 (H): 0.209

=====

- Which of these has the lowest M?
  C2H6O